Record 1
The following is a quantum chemistry calculation of a 19-piece molecular cluster, C70H187N9O28 overall at a distorted geometry, from the OMol25 dataset.

Cartesian coordinates (Å):
C: 1.21 -4.32 0.29
O: 0.85 -5.28 1.32
H: 0.40 -4.15 -0.47
H: 1.38 -3.39 0.86
H: 2.16 -4.56 -0.18
H: -0.12 -5.45 1.22
C: -6.20 -2.50 2.04
O: -5.43 -3.72 2.19
H: -5.78 -1.64 2.59
H: -6.20 -2.11 1.03
H: -7.27 -2.68 2.31
H: -5.49 -3.90 3.12
C: -4.75 1.54 -2.61
O: -3.94 1.62 -3.82
H: -5.33 0.59 -2.58
H: -4.03 1.59 -1.86
H: -5.36 2.41 -2.64
H: -4.57 1.63 -4.54
C: 5.91 2.20 -1.65
O: 5.56 0.93 -1.28
H: 5.22 2.57 -2.40
H: 5.85 2.88 -0.76
H: 6.95 2.23 -2.01
H: 5.68 0.79 -0.31
C: -6.97 0.51 -0.33
O: -5.71 0.17 0.24
H: -7.78 0.41 0.42
H: -6.86 1.56 -0.66
H: -7.16 -0.09 -1.22
H: -5.35 0.92 0.75
C: 2.97 -0.44 4.04
O: 3.53 0.62 3.29
H: 3.72 -1.16 4.30
H: 2.62 -0.09 4.94
H: 2.22 -0.90 3.45
H: 3.03 1.40 3.48
C: 7.10 -0.24 1.90
O: 6.12 0.69 1.42
H: 7.92 0.38 2.38
H: 6.62 -0.96 2.57
H: 7.52 -0.85 1.12
H: 5.46 0.85 2.11
C: 1.27 4.65 -2.79
O: 0.79 5.12 -1.53
C: 1.96 5.38 -0.73
C: 1.66 6.54 0.16
N: 0.36 6.42 0.80
C: -0.02 7.42 1.79
C: -1.45 7.22 2.19
O: -2.42 7.45 1.15
C: -2.38 8.78 0.59
H: 0.49 4.44 -3.54
H: 1.81 3.68 -2.65
H: 1.94 5.44 -3.20
H: 2.87 5.52 -1.30
H: 2.04 4.42 -0.19
H: 1.87 7.40 -0.51
H: 2.45 6.58 0.88
H: -0.39 6.21 0.11
H: 0.26 8.42 1.38
H: 0.50 7.19 2.73
H: -1.81 7.84 3.03
H: -1.59 6.20 2.49
H: -3.14 8.91 -0.21
H: -1.44 8.88 0.06
H: -2.45 9.58 1.37
C: -2.61 -1.18 7.34
O: -4.00 -1.47 7.07
C: -4.44 -0.71 5.94
C: -5.89 -1.02 5.66
N: -6.19 -2.41 5.45
C: -7.58 -2.63 5.32
C: -7.87 -4.15 5.00
O: -7.52 -4.89 6.14
C: -7.29 -6.25 5.95
H: -2.01 -1.66 6.61
H: -2.43 -1.66 8.33
H: -2.46 -0.08 7.41
H: -3.85 -0.86 5.07
H: -4.35 0.35 6.20
H: -6.24 -0.55 4.73
H: -6.50 -0.59 6.56
H: -5.84 -2.97 6.25
H: -7.94 -2.07 4.49
H: -8.22 -2.42 6.22
H: -7.30 -4.42 4.11
H: -8.92 -4.18 4.81
H: -7.44 -6.72 6.92
H: -6.30 -6.51 5.53
H: -8.09 -6.68 5.38
C: 12.37 -6.63 -4.18
O: 11.45 -5.71 -4.59
C: 10.78 -4.96 -3.55
C: 9.79 -3.97 -4.01
N: 9.18 -3.32 -2.81
C: 8.05 -4.07 -2.17
C: 7.37 -3.10 -1.22
O: 6.57 -3.79 -0.24
C: 5.38 -3.18 0.17
H: 12.73 -7.21 -5.02
H: 11.88 -7.35 -3.48
H: 13.23 -6.10 -3.66
H: 11.56 -4.42 -2.86
H: 10.33 -5.65 -2.77
H: 9.01 -4.37 -4.68
H: 10.23 -3.18 -4.54
H: 8.79 -2.39 -3.01
H: 8.38 -5.01 -1.67
H: 7.27 -4.40 -2.90
H: 6.82 -2.42 -1.85
H: 8.12 -2.55 -0.63
H: 5.72 -2.27 0.74
H: 4.84 -3.81 0.88
H: 4.75 -2.86 -0.67
C: -0.49 -1.96 -1.93
O: 0.14 -2.99 -2.82
C: -0.84 -3.25 -3.87
C: -0.31 -4.25 -4.86
N: 0.61 -3.80 -5.86
C: 0.16 -2.59 -6.60
C: 1.20 -1.86 -7.34
O: 0.70 -0.61 -7.70
C: 1.67 0.42 -7.73
H: 0.13 -1.90 -1.03
H: -1.54 -2.33 -1.71
H: -0.50 -0.97 -2.41
H: -1.25 -2.33 -4.28
H: -1.69 -3.78 -3.32
H: -1.24 -4.61 -5.40
H: 0.06 -5.09 -4.24
H: 1.58 -3.58 -5.53
H: -0.24 -1.87 -5.83
H: -0.70 -2.86 -7.30
H: 1.60 -2.45 -8.18
H: 2.02 -1.69 -6.62
H: 1.28 1.18 -8.38
H: 2.65 0.13 -8.15
H: 1.76 0.64 -6.67
C: 5.93 -0.76 6.31
O: 5.94 0.59 6.00
C: 7.23 1.11 6.10
C: 7.18 2.59 6.06
N: 6.48 3.25 4.98
C: 6.86 2.93 3.61
C: 6.22 3.91 2.63
O: 4.89 3.49 2.51
C: 4.07 4.34 1.76
H: 6.57 -1.38 5.70
H: 4.92 -1.12 6.11
H: 6.02 -0.96 7.39
H: 7.85 0.75 5.24
H: 7.68 0.76 7.03
H: 8.22 2.97 6.22
H: 6.56 2.95 6.94
H: 5.54 3.10 5.17
H: 6.63 1.93 3.42
H: 7.95 3.10 3.64
H: 6.71 3.85 1.59
H: 6.21 4.94 3.03
H: 3.03 3.97 1.86
H: 4.33 4.46 0.69
H: 4.21 5.28 2.16
C: 4.77 -4.59 -5.17
O: 4.20 -3.36 -5.03
C: 5.02 -2.55 -4.18
C: 4.25 -1.28 -3.97
N: 3.03 -1.48 -3.11
C: 2.30 -0.23 -2.75
C: 1.38 0.42 -3.81
O: 0.41 1.22 -3.11
C: -0.52 1.78 -4.05
H: 4.71 -5.17 -4.25
H: 5.83 -4.49 -5.51
H: 4.27 -5.19 -5.91
H: 6.06 -2.27 -4.59
H: 5.17 -2.99 -3.16
H: 3.99 -0.74 -4.88
H: 4.90 -0.62 -3.34
H: 2.38 -2.14 -3.47
H: 3.02 0.50 -2.42
H: 1.65 -0.44 -1.93
H: 0.87 -0.32 -4.42
H: 2.00 1.07 -4.48
H: -1.37 2.18 -3.49
H: -1.00 1.06 -4.70
H: 0.00 2.49 -4.68
C: -2.20 -1.84 2.33
O: -1.58 -0.85 3.05
C: -2.12 0.50 2.73
C: -1.59 0.97 1.35
N: -0.21 1.21 1.45
C: 0.54 1.60 0.19
C: 2.00 1.17 0.21
O: 2.04 -0.27 0.39
C: 3.35 -0.86 0.38
H: -1.45 -2.58 1.95
H: -2.66 -1.48 1.41
H: -2.96 -2.40 2.90
H: -1.80 1.09 3.54
H: -3.23 0.49 2.80
H: -2.14 1.97 1.12
H: -1.96 0.18 0.68
H: 0.16 0.32 1.72
H: 0.44 2.67 0.01
H: 0.03 1.09 -0.68
H: 2.47 1.72 1.03
H: 2.54 1.42 -0.68
H: 3.22 -1.98 0.41
H: 3.95 -0.59 1.30
H: 3.90 -0.59 -0.49
C: -4.37 -3.89 -0.98
O: -3.01 -3.97 -0.99
C: -2.54 -5.23 -1.31
C: -2.84 -6.26 -0.21
N: -2.13 -5.88 0.99
C: -2.44 -6.84 2.14
C: -1.74 -6.33 3.39
O: -2.19 -5.07 3.75
C: -1.52 -4.68 4.88
H: -4.78 -4.31 -0.06
H: -4.90 -4.33 -1.80
H: -4.65 -2.87 -0.89
H: -1.43 -5.11 -1.41
H: -2.98 -5.58 -2.19
H: -2.42 -7.21 -0.52
H: -3.92 -6.30 -0.01
H: -2.42 -4.94 1.24
H: -2.06 -7.84 1.81
H: -3.51 -7.01 2.32
H: -0.66 -6.32 3.17
H: -1.89 -7.03 4.16
H: -1.88 -3.67 5.16
H: -0.45 -4.58 4.73
H: -1.61 -5.40 5.70
C: -7.39 5.71 -4.24
O: -7.35 4.77 -5.22
C: -6.67 3.58 -4.93
C: -7.14 2.45 -5.86
N: -6.42 1.23 -5.37
C: -6.33 0.14 -6.31
C: -5.13 -0.70 -5.96
O: -5.32 -1.25 -4.67
C: -4.11 -1.76 -4.09
H: -6.39 6.19 -4.10
H: -7.74 5.19 -3.37
H: -8.13 6.43 -4.55
H: -6.84 3.21 -3.90
H: -5.60 3.71 -4.98
H: -6.94 2.60 -6.94
H: -8.23 2.29 -5.67
H: -6.90 0.88 -4.59
H: -6.26 0.57 -7.32
H: -7.31 -0.45 -6.33
H: -4.27 0.00 -5.90
H: -4.95 -1.44 -6.71
H: -3.93 -2.75 -4.55
H: -4.31 -1.93 -3.04
H: -3.25 -1.09 -4.29
C: -2.33 4.11 -1.30
C: -3.14 5.44 -1.20
C: -4.04 5.62 -2.36
O: -3.87 5.45 0.05
H: -3.01 3.27 -1.26
H: -1.65 4.11 -0.45
H: -1.78 4.09 -2.24
H: -2.42 6.27 -1.15
H: -3.42 5.71 -3.23
H: -4.69 6.50 -2.14
H: -4.67 4.75 -2.42
H: -3.62 6.26 0.52
C: -6.04 2.31 3.13
C: -5.13 3.36 2.51
C: -3.75 3.55 3.13
O: -5.00 2.90 1.09
H: -6.22 2.50 4.17
H: -5.57 1.33 2.93
H: -6.94 2.32 2.54
H: -5.63 4.40 2.43
H: -3.90 4.12 4.07
H: -3.06 4.00 2.38
H: -3.31 2.57 3.38
H: -4.47 3.60 0.64
C: -0.16 3.44 4.78
C: 1.14 3.79 4.06
C: 2.21 4.13 5.06
O: 1.66 2.78 3.17
H: -0.33 3.98 5.65
H: -0.28 2.37 4.89
H: -0.98 3.53 4.02
H: 0.97 4.69 3.41
H: 2.53 3.23 5.67
H: 1.88 4.97 5.67
H: 3.09 4.48 4.59
H: 0.93 2.40 2.62

Gap between HOMO and LUMO = 8.75 eV
E_LUMO = 0.018 hartree
HOMO energy = -8.2 eV

Record 2
The following is a quantum chemistry calculation of C70H50NO5P2SW as an isolated structure at a distorted geometry, from the OMol25 dataset.

Cartesian coordinates (Å):
W: -0.67 -0.79 0.44
O: -1.62 -0.08 3.41
S: -1.39 0.78 2.22
C: -0.30 2.04 2.85
C: -0.68 3.36 2.94
C: -0.02 4.27 3.81
C: 0.96 3.79 4.63
C: 1.76 4.43 5.74
C: 2.67 3.30 6.28
C: 2.37 2.10 5.42
C: 2.89 0.84 5.39
C: 2.43 -0.05 4.40
C: 1.44 0.26 3.50
P: 1.22 -0.80 2.05
C: 0.60 -2.43 2.61
C: 0.11 -2.62 3.91
C: -0.46 -3.83 4.26
C: -0.58 -4.85 3.32
C: -0.12 -4.66 2.03
C: 0.47 -3.46 1.67
C: 2.94 -0.96 1.48
C: 3.73 0.19 1.47
C: 5.02 0.15 0.96
C: 5.53 -1.03 0.45
C: 4.75 -2.18 0.46
C: 3.46 -2.14 0.97
C: 0.82 1.54 3.58
C: 1.36 2.44 4.50
C: -2.89 1.69 1.96
C: -3.62 1.88 3.11
C: -4.76 2.71 3.15
C: -5.10 3.37 2.00
C: -6.21 4.36 1.73
C: -6.05 4.74 0.23
C: -4.86 3.93 -0.24
C: -4.26 3.84 -1.46
C: -3.20 2.93 -1.61
C: -2.71 2.13 -0.59
P: -1.50 0.87 -1.11
C: -0.26 1.92 -1.95
C: 0.55 2.70 -1.13
C: 1.47 3.57 -1.68
C: 1.60 3.66 -3.07
C: 0.81 2.87 -3.88
C: -0.14 2.01 -3.33
C: -2.36 -0.08 -2.39
C: -1.59 -0.89 -3.23
C: -2.20 -1.72 -4.15
C: -3.59 -1.76 -4.23
C: -4.36 -0.98 -3.38
C: -3.75 -0.14 -2.46
C: -3.27 2.28 0.72
C: -4.37 3.15 0.82
H: -1.53 3.71 2.37
H: -0.34 5.30 3.84
H: 1.09 4.82 6.51
H: 2.33 5.28 5.36
H: 2.46 3.08 7.33
H: 3.73 3.57 6.23
H: 3.67 0.53 6.07
H: 2.93 -1.01 4.31
H: 0.16 -1.81 4.63
H: -0.83 -3.97 5.26
H: -1.03 -5.79 3.60
H: -0.21 -5.45 1.30
H: 0.85 -3.33 0.66
H: 3.34 1.13 1.84
H: 5.62 1.05 0.95
H: 6.53 -1.06 0.05
H: 5.14 -3.10 0.06
H: 2.87 -3.04 0.96
H: -3.28 1.39 4.01
H: -5.30 2.83 4.07
H: -6.11 5.23 2.38
H: -7.19 3.92 1.94
H: -5.88 5.80 0.09
H: -6.94 4.48 -0.35
H: -4.58 4.43 -2.31
H: -2.76 2.82 -2.59
H: 0.48 2.60 -0.05
H: 2.09 4.18 -1.04
H: 2.33 4.33 -3.50
H: 0.92 2.92 -4.96
H: -0.76 1.41 -3.98
H: -0.50 -0.88 -3.15
H: -1.60 -2.33 -4.81
H: -4.07 -2.42 -4.94
H: -5.44 -1.02 -3.43
H: -4.35 0.47 -1.81
O: -2.45 -1.48 1.10
C: -3.17 -2.50 0.96
C: -2.91 -3.49 -0.02
C: -3.78 -4.60 -0.13
C: -3.55 -5.52 -1.10
C: -2.48 -5.39 -2.01
C: -1.64 -4.32 -1.92
C: -1.81 -3.35 -0.90
O: -0.95 -2.38 -0.83
N: -4.44 -6.69 -1.21
O: -5.32 -6.79 -0.38
O: -4.23 -7.46 -2.11
H: -4.03 -2.61 1.62
H: -4.61 -4.72 0.54
H: -2.36 -6.15 -2.78
H: -0.81 -4.20 -2.61
C: 1.03 -0.61 -0.77
C: 1.91 -0.58 -1.62
C: 2.94 -0.66 -2.55
C: 2.75 -1.54 -3.71
C: 1.83 -2.60 -3.64
C: 1.57 -3.40 -4.73
C: 2.22 -3.17 -5.94
C: 3.12 -2.11 -6.04
C: 3.38 -1.31 -4.94
C: 4.13 0.18 -2.38
C: 4.03 1.43 -1.77
C: 5.15 2.22 -1.59
C: 6.40 1.76 -1.98
C: 6.52 0.51 -2.57
C: 5.39 -0.27 -2.77
H: 1.33 -2.78 -2.69
H: 0.87 -4.22 -4.65
H: 2.03 -3.80 -6.80
H: 3.61 -1.91 -6.98
H: 4.05 -0.47 -5.04
H: 3.05 1.78 -1.45
H: 5.05 3.20 -1.14
H: 7.28 2.38 -1.83
H: 7.49 0.14 -2.86
H: 5.50 -1.25 -3.22

Gap between HOMO and LUMO (spin up / spin down) = 5.02 / 6.24 eV
Relative energy (zero: lowest compared OMol25 entry of this formula, charge and spin) = 104.11 kJ/mol
Spin multiplicity = 3
Charge = +1
E_LUMO (spin up / spin down) = -0.106 / -0.117 hartree
HOMO energy (spin up / spin down) = -7.9 / -9.4 eV